(1)
Formula: C14H18AgAsN2O6S
Source: the OMol25 dataset
Level of theory: ωB97M-V with the def2-TZVPD basis set

```
43
Properties=species:S:1:pos:R:3:nbo_charge:R:1
Ag -2.066 -2.245 0.085 0.959
As 2.063 -1.433 1.462 0.919
S -3.203 -4.303 -0.641 2.505
O -3.823 -5.528 -1.139 -1.054
O -2.538 -4.502 0.690 -1.105
O -1.685 1.535 -1.647 -0.715
O -4.198 -3.188 -0.484 -1.112
O -0.962 -0.983 2.061 -0.703
O -2.132 -3.801 -1.581 -1.112
N -1.344 0.071 0.072 -0.708
N -3.440 1.130 -0.251 -0.447
C -2.094 0.920 -0.657 0.761
C -3.956 0.460 0.824 0.053
C -4.288 2.007 -1.026 -0.409
C 1.830 1.680 -0.727 -0.224
C -3.204 -0.339 1.593 -0.372
C 1.648 0.524 1.480 -0.749
C 4.313 2.731 -0.073 -0.249
C -1.784 -0.483 1.252 0.473
C 1.336 -1.942 -0.282 -0.932
C 2.385 1.387 0.522 -0.020
C 3.931 -1.326 0.735 -0.976
C 3.753 3.013 -1.312 -0.255
C 2.509 2.483 -1.631 -0.207
C 3.635 1.928 0.831 -0.174
H -4.550 2.908 -0.461 0.169
H 1.878 -2.824 -0.625 0.211
H 5.286 3.135 0.184 0.190
H 0.845 1.292 -0.967 0.267
H -5.204 1.492 -1.323 0.188
H 0.584 0.524 1.247 0.291
H -3.725 2.294 -1.910 0.251
H -3.591 -0.856 2.456 0.232
H 2.062 2.707 -2.593 0.206
H 0.272 -2.185 -0.247 0.231
H -5.012 0.624 1.004 0.190
H 4.629 -0.907 1.463 0.200
H 3.979 -0.731 -0.179 0.213
H 1.789 0.856 2.510 0.211
H 4.075 1.708 1.799 0.187
H 4.252 -2.346 0.510 0.208
H 1.463 -1.137 -1.008 0.218
H 4.278 3.649 -2.016 0.191
```

Calculated values
**HOMO**: -1.73 eV
**Kohn-Sham gap**: 6.33 eV
**LUMO**: 0.169 hartree
**Charge**: -2
**Spin multiplicity**: 1

(2)
Formula: C26H28BBr2O3
Source: the OMol25 dataset
Level of theory: ωB97M-V with the def2-TZVPD basis set

```
60
Properties=species:S:1:pos:R:3:nbo_charge:R:1
Br -2.242 0.046 -6.160 0.115
Br 7.735 -4.408 -0.384 0.114
O -3.161 2.543 1.082 -0.759
O -1.181 3.629 1.514 -0.764
O -2.584 -0.225 3.051 -0.454
C -1.089 4.064 -0.769 -0.644
C 3.813 -3.839 0.848 -0.166
C -0.217 0.444 2.594 -0.118
C 5.495 -2.776 -1.115 -0.236
C -0.008 -1.165 -0.519 -0.279
C 5.100 -4.345 0.709 -0.240
C -2.750 1.748 -1.175 -0.638
C -2.866 0.955 5.156 -0.710
C -0.413 -0.955 -1.944 -0.008
C 1.407 -1.165 -0.261 -0.246
C -0.155 -0.061 -4.203 -0.211
C -1.684 -1.425 -2.315 -0.207
C 0.349 -0.275 -2.912 -0.234
C 5.964 -3.775 -0.241 -0.064
C -0.865 1.189 3.579 -0.289
C -2.145 0.646 3.893 0.581
C 0.336 2.252 0.028 -0.627
C -1.472 -0.426 -4.506 -0.090
C 3.338 -2.770 0.048 -0.040
C -0.986 2.908 0.251 0.201
C -1.832 0.343 0.616 -0.474
C -2.234 -1.121 -3.555 -0.227
C 4.203 -2.264 -0.963 -0.176
C -2.172 1.865 0.239 0.234
C 2.000 -2.279 0.277 -0.140
C -1.137 -0.381 1.783 0.160
B -2.574 3.735 1.478 0.959
H 1.352 0.073 -2.674 0.221
H -3.376 0.061 5.539 0.270
H 0.753 1.826 0.937 0.210
H -3.601 1.748 4.975 0.283
H -0.395 4.833 -0.399 0.243
H 0.875 0.552 2.413 0.280
H -0.547 -2.001 -0.056 0.206
H 6.155 -2.389 -1.888 0.240
H -1.126 -1.473 1.841 0.257
H -2.768 -0.212 0.434 0.257
H -1.129 0.072 -0.189 0.302
H -0.809 3.767 -1.784 0.223
H 3.837 -1.482 -1.634 0.215
H -2.944 2.738 -1.617 0.240
H -3.255 -1.389 -3.787 0.241
H 1.047 2.984 -0.378 0.239
H 0.225 1.445 -0.727 0.224
H -2.082 4.546 -0.786 0.223
H 3.138 -4.266 1.592 0.216
H 1.360 -2.901 0.901 0.199
H 0.453 0.431 -4.955 0.240
H -2.179 1.332 5.921 0.254
H -2.007 1.249 -1.834 0.222
H -3.701 1.186 -1.189 0.235
H 2.028 -0.328 -0.599 0.216
H 5.445 -5.148 1.356 0.241
H -2.250 -2.042 -1.621 0.217
H -0.471 2.076 4.082 0.265
```

Calculated values
**HOMO**: -8.39 eV
**Kohn-Sham gap**: 2.66 eV
**LUMO**: -0.211 hartree
**Charge**: +1
**Spin multiplicity**: 1

(3)
Formula: C9H10ClO
Source: the OMol25 dataset
Level of theory: ωB97M-V with the def2-TZVPD basis set

```
21
Properties=species:S:1:pos:R:3:nbo_charge:R:1
Cl 3.023 1.155 -0.192 0.000
O 1.198 0.171 -1.842 -0.458
C -2.377 -0.480 2.395 -0.192
C 1.977 -1.820 -3.321 -0.621
C -1.325 -0.423 1.533 -0.130
C -0.794 0.864 1.304 -0.355
C 2.175 -0.313 -2.774 -0.120
C -2.821 0.643 3.123 -0.143
C -1.239 1.769 2.151 0.562
C -2.246 1.899 3.034 -0.308
C 1.408 0.778 -0.709 0.219
H 2.515 -1.957 -4.365 0.251
H 3.231 -0.220 -2.385 0.205
H -2.538 2.671 3.607 0.281
H 2.150 0.585 -3.448 0.219
H -1.038 -1.324 1.052 0.258
H -0.067 1.222 0.588 0.330
H -2.747 -1.552 2.436 0.273
H 2.273 -2.548 -2.627 0.221
H 0.893 -1.877 -3.435 0.221
H -3.650 0.757 3.877 0.288
```

Calculated values
**HOMO (spin up / spin down)**: -12.55 / -12.55 eV
**Kohn-Sham gap (spin up / spin down)**: 5.94 / 5.94 eV
**LUMO (spin up / spin down)**: -0.243 / -0.243 hartree
**Charge**: +1
**Spin multiplicity**: 1